Entry from the Open Molecules 2025 dataset: a cluster of 15 separate species, C65H170N20O25 in total in a non-equilibrium geometry (ωB97M-V/def2-TZVPD).

Structure (XYZ):
```
280
Properties=species:S:1:pos:R:3:mulliken_charge:R:1
C 0.80535 4.87568 1.19601 -0.1500
O -0.36313 4.54346 0.85661 -0.9045
N 1.09090 6.25262 1.63661 -0.1874
N 1.93941 4.13538 1.02802 1.4162
H 1.93685 6.29281 2.19437 0.0783
H 0.31079 6.76694 1.95255 0.2898
H 2.74069 4.78621 1.15310 -0.5810
H 2.11470 3.23440 0.57534 -0.1033
C -3.15067 0.56508 2.87093 0.3655
O -3.67988 1.12242 3.82575 -0.7223
N -1.77201 0.54535 2.70211 0.8297
N -3.79027 -0.17662 1.83609 0.2682
H -1.42477 1.17170 3.45294 -0.1320
H -1.31609 0.69769 1.77863 -0.2630
H -4.78127 -0.02640 1.68950 0.1668
H -3.24093 -0.19065 0.99466 -0.3552
C -3.16926 3.52713 -0.87974 0.4513
O -4.24890 3.12254 -1.38138 -0.6353
N -2.61839 4.84368 -1.08243 -0.4052
N -2.31006 2.74660 -0.12890 0.2819
H -1.79558 5.00676 -0.49273 0.3064
H -3.21269 5.64408 -1.24297 0.2662
H -2.35947 1.75235 -0.08810 -0.1458
H -1.43628 3.21285 0.11330 0.3499
C 2.13778 -4.09759 1.86431 0.3375
O 1.84313 -2.90457 1.87119 0.0197
N 1.24918 -5.12302 1.61381 -0.2004
N 3.47137 -4.46710 2.14910 -0.3334
H 0.32320 -5.02346 1.22664 0.0091
H 1.49806 -5.99311 2.04736 0.1840
H 4.17666 -3.75746 2.23838 0.0311
H 3.79535 -5.33950 1.76743 0.2338
C 0.74902 -1.95335 5.20059 0.4764
O 0.11788 -1.49124 6.15458 -0.7022
N 2.07179 -2.49791 5.20170 -0.3278
N 0.16746 -2.07516 3.97840 0.5308
H 2.47820 -2.59986 6.14014 0.2773
H 2.27327 -3.31120 4.64871 0.1487
H 0.76861 -2.42713 3.23535 -0.2421
H -0.45561 -1.34162 3.65132 -0.0911
C 6.32856 11.07669 -0.71882 -0.8542
O 6.19390 9.76553 -1.31611 -0.2861
C 7.35291 9.03365 -1.72828 -0.4608
C 7.02046 8.19468 -2.92584 -0.7992
N 5.85111 7.37954 -2.57489 0.0329
C 5.30340 6.46268 -3.61368 -1.1054
C 4.25353 5.58022 -2.95625 -0.1806
O 3.06882 6.36764 -2.57090 -0.3009
C 1.90858 5.60355 -2.82909 -0.6428
H 5.35254 11.60316 -0.83791 0.2163
H 7.13859 11.62964 -1.17473 0.3890
H 6.60685 10.87384 0.30967 0.3034
H 7.61960 8.42022 -0.86152 0.1821
H 8.20075 9.73217 -1.91417 0.5077
H 7.83243 7.48878 -3.13598 0.3767
H 6.98439 8.82437 -3.82341 0.3283
H 5.15655 7.97113 -2.17036 0.1598
H 6.12290 5.85978 -3.89545 0.4744
H 4.93573 6.97409 -4.50515 0.3289
H 4.64243 5.02141 -2.08225 0.0627
H 3.99827 4.80960 -3.70045 0.5902
H 1.93879 4.71639 -2.18409 0.0845
H 1.81985 5.29777 -3.89195 0.4236
H 1.03270 6.21345 -2.56181 0.2511
C -9.74632 -5.66111 -0.68625 -0.5380
O -9.11580 -5.93114 -1.92156 -0.4073
C -7.83886 -5.28560 -2.02681 0.5102
C -7.20647 -5.77849 -3.35867 -0.9940
N -6.21246 -4.84488 -4.00818 0.0755
C -5.02309 -4.56027 -3.25224 -0.1798
C -3.98945 -3.96570 -4.16860 -0.6811
O -2.99148 -3.47756 -3.30947 0.6261
C -1.77530 -3.32026 -3.97729 -0.3655
H -9.93714 -4.60779 -0.55047 0.1239
H -9.13393 -5.99589 0.10792 0.3053
H -10.71830 -6.20866 -0.67762 0.2656
H -7.18854 -5.51666 -1.17350 0.1882
H -7.96814 -4.22746 -2.02695 -0.1792
H -8.06820 -5.94542 -4.01904 0.3577
H -6.70897 -6.76216 -3.23071 0.2918
H -6.70566 -3.98845 -4.27332 0.0217
H -4.66195 -5.49685 -2.74147 0.0974
H -5.10881 -3.86807 -2.41410 -0.1038
H -4.35897 -3.14073 -4.78354 0.2069
H -3.49782 -4.75381 -4.73141 0.2668
H -1.80238 -2.54853 -4.77265 0.3742
H -1.48728 -4.31036 -4.37882 0.5878
H -1.06919 -2.97630 -3.26000 -0.7264
C -4.28190 -4.11854 -7.82445 -0.6896
O -5.35419 -3.22218 -7.61315 -0.3803
C -6.67370 -3.76588 -7.37779 -0.2213
C -7.60801 -2.61323 -7.14293 -0.9406
N -7.13483 -1.91983 -5.89829 0.1442
C -8.13446 -0.93464 -5.37459 -1.1249
C -7.67719 -0.26788 -4.10323 0.7056
O -6.52586 0.58221 -4.33157 -0.4933
C -6.19628 1.42252 -3.21554 0.0301
H -3.45778 -3.63449 -7.31397 0.1383
H -3.99884 -4.16595 -8.87934 0.2985
H -4.45885 -5.12036 -7.42090 0.3303
H -6.61322 -4.46168 -6.56696 0.1204
H -6.86652 -4.27916 -8.28770 0.5438
H -8.61532 -3.04791 -6.96175 0.3781
H -7.67453 -2.03741 -8.07912 0.3451
H -6.20076 -1.56939 -6.09314 0.1748
H -9.07575 -1.50249 -5.15748 0.3585
H -8.34835 -0.16612 -6.15526 0.3430
H -7.37781 -1.02149 -3.36787 -0.3564
H -8.48706 0.32969 -3.62358 0.0869
H -6.05581 0.79362 -2.33958 -0.2943
H -6.93297 2.18366 -2.97356 0.1515
H -5.29636 1.91118 -3.51860 0.4219
C -0.34564 1.78190 5.76285 -0.6735
O 0.17896 2.32860 4.54035 -0.2314
C 1.24410 3.30120 4.61551 0.7184
C 2.35073 2.88952 5.54562 -1.6511
N 2.96808 1.67626 5.05266 1.4050
C 3.71439 0.86848 6.00406 -0.9884
C 5.11025 1.44047 6.32476 0.4709
O 5.83912 0.35199 6.90794 -0.3878
C 7.06843 0.77829 7.49392 -0.8265
H 0.45854 1.27432 6.34174 0.2144
H -1.06583 1.02575 5.50408 0.3703
H -0.88409 2.55659 6.36140 0.1879
H 0.79342 4.28253 4.91625 0.3262
H 1.66402 3.36052 3.59817 -0.8720
H 2.05741 2.74106 6.64522 0.4907
H 3.02704 3.67034 5.60059 0.5545
H 2.27806 1.01655 4.74416 -0.4618
H 3.80785 -0.15813 5.57093 0.0718
H 3.16036 0.71701 6.99647 0.3579
H 5.14588 2.30313 7.01972 0.5982
H 5.48949 1.73028 5.35632 -0.4909
H 7.73994 1.21931 6.72813 0.2383
H 7.45661 -0.14155 7.95148 0.2514
H 6.87983 1.52518 8.26365 0.3500
C -2.14588 -6.86055 5.11873 -0.7817
O -2.92200 -6.19885 4.14725 -0.3510
C -3.03579 -4.83060 4.45079 -0.2076
C -4.11084 -4.21255 3.56171 -1.1736
N -3.74778 -4.19748 2.16057 -0.2408
C -2.60364 -3.44363 1.69695 0.7316
C -2.26889 -3.94670 0.31062 -0.1828
O -1.58639 -5.14045 0.50584 -0.2805
C -1.54047 -5.92831 -0.70930 -0.4529
H -2.63504 -6.80876 6.07588 0.3542
H -1.14929 -6.39942 5.26244 0.2547
H -2.02262 -7.90202 4.78950 0.2514
H -2.15157 -4.24737 4.21466 -0.0335
H -3.32061 -4.66353 5.48291 0.6549
H -4.48052 -3.25242 3.92669 0.4960
H -5.06073 -4.82547 3.62043 0.3504
H -3.59673 -5.16416 1.91174 0.4038
H -1.71689 -3.56566 2.31884 -0.0756
H -2.90834 -2.36604 1.67568 -0.0561
H -1.55718 -3.29141 -0.26433 -0.8073
H -3.16959 -4.16461 -0.24708 0.6909
H -0.86297 -5.49825 -1.48589 -0.1021
H -2.56159 -6.09411 -1.13181 0.2286
H -1.05440 -6.87089 -0.50330 0.3359
C -7.08031 -3.12929 0.97504 -1.0263
O -8.26152 -2.74339 0.24004 -0.3720
C -8.14114 -1.41675 -0.26419 0.1147
C -9.47312 -1.13495 -0.87012 -1.2170
N -9.65361 0.18737 -1.51951 0.0212
C -9.25712 1.30324 -0.64337 -0.5225
C -9.45980 2.68556 -1.12966 -0.6463
O -10.88638 2.96119 -1.21165 -0.3404
C -11.20042 4.01581 -2.12398 -0.7135
H -6.90183 -2.40479 1.75106 0.5255
H -6.17522 -3.15673 0.37607 0.3554
H -7.22899 -4.09772 1.45419 0.3365
H -7.36954 -1.28844 -1.09381 -0.0694
H -7.89518 -0.68051 0.50121 0.6603
H -10.20056 -1.29227 -0.03561 0.3099
H -9.77002 -1.84356 -1.63149 0.3395
H -10.62693 0.22717 -1.82159 0.2326
H -8.20563 1.17392 -0.51570 0.3341
H -9.72119 1.29176 0.34818 0.3872
H -8.99585 2.77987 -2.12684 0.2066
H -8.99772 3.41028 -0.42466 0.3459
H -10.68238 3.98336 -3.08473 0.3030
H -11.03562 4.97727 -1.65648 0.2901
H -12.29721 3.92644 -2.30334 0.2349
C 2.72570 9.52046 1.75126 -0.8878
O 3.65112 8.49340 1.90388 -0.4409
C 3.92276 7.93449 0.63787 -0.5601
C 4.90458 6.75480 0.83744 -0.9340
N 4.38350 5.86460 1.86212 0.1056
C 5.26982 4.73344 2.10836 -0.9855
C 4.89843 3.99828 3.40232 2.1266
O 5.20162 4.80671 4.58511 -0.4030
C 6.55572 4.94426 4.88669 -0.6628
H 1.76574 9.19155 1.35950 0.3259
H 2.93035 10.35856 1.10435 0.2719
H 2.42952 9.95906 2.70656 0.3558
H 4.34129 8.64490 -0.03830 0.6651
H 3.04596 7.54386 0.10978 0.2304
H 5.89057 7.16195 1.06440 0.4691
H 4.98873 6.18501 -0.11061 0.1470
H 4.35775 6.46732 2.70217 0.3750
H 6.29292 5.12519 2.16312 0.5166
H 5.22373 4.07732 1.23346 0.1869
H 5.44459 3.08099 3.51560 -0.6686
H 3.85102 3.79191 3.52053 -0.8590
H 6.98023 4.06454 5.34890 0.1386
H 6.61986 5.83203 5.54598 0.2709
H 7.12200 5.21309 3.99595 0.3364
C 6.42795 -7.76854 -3.70534 -0.7678
O 5.90118 -6.56556 -4.20141 -0.2980
C 6.27616 -5.40570 -3.52258 -0.5627
C 5.42598 -4.28691 -4.13383 -0.8221
N 4.02929 -4.42910 -3.68560 -0.1207
C 3.06399 -3.77400 -4.49715 -0.8859
C 1.70284 -3.74649 -3.80918 -0.3328
O 1.89037 -3.01582 -2.60967 -0.0122
C 1.12337 -3.44043 -1.51046 0.8020
H 5.84516 -8.21966 -2.86877 0.2765
H 7.51179 -7.70400 -3.44649 0.3087
H 6.43086 -8.54656 -4.53554 0.2369
H 7.32557 -5.13851 -3.65735 0.4842
H 6.01993 -5.50573 -2.44345 0.2828
H 5.44715 -4.44049 -5.24673 0.4458
H 5.92414 -3.31749 -3.96973 0.3991
H 3.98929 -4.11941 -2.73593 0.0963
H 2.94412 -4.25455 -5.47077 0.3654
H 3.36808 -2.70650 -4.64174 0.3274
H 1.41637 -4.77513 -3.50853 0.4520
H 0.88106 -3.32673 -4.43271 0.0745
H 1.25369 -4.54502 -1.40418 0.7639
H 0.08657 -3.14576 -1.50938 -0.7224
H 1.61757 -2.96949 -0.62036 -0.9435
C 6.93711 -1.92125 -1.86438 -0.5951
O 6.88289 -1.77708 -0.47038 -0.3737
C 5.63590 -2.04576 0.09793 0.3037
C 5.81948 -1.69573 1.51897 -1.0935
N 6.19917 -0.34551 1.74929 0.0567
C 6.30861 0.01309 3.15238 -0.2830
C 7.41087 -0.68000 3.96727 -0.1846
O 8.64143 -0.58692 3.32005 -0.3513
C 9.78047 -1.09609 4.03538 -0.8173
H 6.93689 -2.94871 -2.28622 0.0511
H 7.79449 -1.41244 -2.27827 0.3651
H 6.04644 -1.40473 -2.30497 0.2547
H 5.44973 -3.10292 0.02466 0.5353
H 4.77283 -1.57620 -0.37475 -0.2443
H 6.63251 -2.35896 1.87049 0.3658
H 4.92690 -1.89338 2.10548 0.3069
H 7.04447 -0.14308 1.15984 0.3682
H 5.29518 -0.12644 3.57420 0.1478
H 6.50129 1.09006 3.21436 -0.2065
H 7.05574 -1.68428 4.21770 0.3575
H 7.53114 -0.18347 4.93469 -0.0925
H 9.60792 -2.11359 4.35243 0.3319
H 9.96368 -0.47489 4.90340 0.2732
H 10.59835 -1.11951 3.35942 0.2924
C 4.14090 1.10808 -0.43808 -0.1141
O 2.86056 1.45330 0.18792 -0.5223
C 2.36595 0.30311 0.83772 0.1154
C 0.93778 0.55707 1.28121 -0.8479
N -0.01808 0.88461 0.21083 0.0246
C -0.17028 -0.19766 -0.73268 -0.6695
C -1.35920 -0.09524 -1.58685 -1.8474
O -2.50253 -0.22837 -0.79125 0.7455
C -3.64073 -0.22496 -1.63263 -1.2674
H 4.06411 0.39496 -1.29430 0.0815
H 4.85851 0.77574 0.32369 -0.0863
H 4.51710 2.06516 -0.82110 0.1309
H 2.99712 0.11605 1.72741 0.4158
H 2.41154 -0.56423 0.16658 -0.4900
H 0.98316 1.40276 1.92468 0.7724
H 0.58204 -0.33450 1.78055 -0.1275
H 0.07355 1.82500 -0.14148 0.3671
H -0.37065 -1.10931 -0.12656 -0.1774
H 0.69270 -0.37176 -1.34698 0.7650
H -1.36916 -0.71498 -2.49550 0.6547
H -1.39561 0.94578 -1.97995 0.5194
H -3.68199 -1.05483 -2.33812 0.1636
H -3.58336 0.66913 -2.27717 0.3088
H -4.51403 -0.16931 -1.00177 0.1170
```

Calculated values
HOMO level = -8.27 eV
Energy above the lowest of the compared OMol25 structures with the same formula, charge and spin = 0.000 eV
LUMO = 0.1014 eV
HOMO-LUMO gap = 8.37 eV
Largest force on an atom = 3.74 eV/Å
Multiplicity = 1



Entry from the Open Molecules 2025 dataset: a structure of composition C65H44Cl2LaN6S in a non-equilibrium geometry (ωB97M-V/def2-TZVPD).

Structure (XYZ):
```
119
Properties=species:S:1:pos:R:3:lowdin_spin:R:1
La 0.49683 -0.27756 0.78697 -0.0015
C -2.68274 -4.28882 7.10205 -0.0119
C -1.41480 -3.73175 7.00075 0.0002
C -1.18830 -2.72662 6.13883 -0.0055
C -2.01852 -2.56999 4.99118 -0.0063
C -3.29098 -3.15736 5.02063 -0.0098
C -3.58678 -4.01993 6.03215 0.0012
C -1.50804 -1.77400 3.75252 -0.1085
C -1.05433 -0.40849 4.02448 0.0381
C -1.28519 0.33374 5.24884 -0.0588
C -0.88468 1.63096 5.05436 0.0260
C -0.36645 1.68382 3.70702 -0.0498
C 0.24796 2.83854 3.16411 0.2027
C 0.73041 3.94589 4.04792 0.0209
C 0.33756 5.28933 3.75355 0.0246
C 0.82080 6.37355 4.53343 -0.0006
C 1.70351 6.15889 5.56191 0.0209
C 2.01393 4.84094 5.87052 -0.0033
C 1.54098 3.75240 5.13473 0.0195
C 0.42088 2.99982 1.73120 -0.0165
N -0.06182 2.19134 0.71699 0.0138
C 0.11976 2.86865 -0.47556 0.0805
C -0.97483 3.51569 -2.65034 -0.0008
C -0.07231 4.35015 -3.43263 -0.0019
C -0.42569 5.64971 -3.85347 0.0049
C 0.52782 6.48068 -4.29718 -0.0003
C 1.78658 6.01132 -4.70215 0.0075
C 2.07159 4.67873 -4.36185 -0.0003
C 1.18507 3.82434 -3.80064 0.0032
C -0.88017 1.11436 -2.03474 0.0611
C -1.62641 0.80336 -3.28947 0.0371
C -1.97890 -0.55214 -3.09829 0.1570
C -1.60604 -1.06049 -1.81925 -0.0062
N -0.89401 0.04533 -1.14915 0.0719
C -1.93080 -2.30400 -1.21073 0.1424
C -1.74408 -2.58018 0.20482 -0.0044
C -1.93229 -3.79868 0.85831 0.0889
C -1.84513 -3.67833 2.21641 -0.0003
C -1.58370 -2.30826 2.46581 0.0704
N -1.37853 -1.62486 1.20090 -0.0409
C -2.56219 -3.22358 -2.18190 0.0118
C -2.21718 -3.51688 -3.52252 0.0211
C -3.04558 -4.29614 -4.34447 -0.0036
C -4.12597 -4.92049 -3.72116 0.0207
C -4.32045 -4.88916 -2.37537 0.0002
C -3.68831 -3.93012 -1.58832 0.0265
C 0.81822 4.09610 -0.24467 0.0112
C 1.05549 4.19358 1.11449 0.1009
N -0.44897 0.40764 3.15913 0.0500
H -2.88713 -4.83470 8.02468 -0.0008
H -0.56755 -4.17843 7.57684 0.0001
H -0.27578 -2.12348 6.28484 0.0007
H -3.94460 -2.91802 4.24174 -0.0002
H -4.55163 -4.59249 5.96142 0.0003
H -1.65708 -0.11503 6.11300 -0.0049
H -1.02368 2.53862 5.65488 0.0022
H -0.52548 5.54424 3.09482 -0.0002
H 0.63986 7.40086 4.20692 -0.0003
H 2.21072 6.85296 6.27974 0.0015
H 2.75184 4.60784 6.70578 -0.0006
H 1.83631 2.72238 5.39456 -0.0002
H -1.53422 5.97324 -3.81245 0.0001
H 0.39066 7.54774 -4.32126 -0.0002
H 2.43713 6.63003 -5.30720 0.0005
H 3.08885 4.30854 -4.49269 -0.0001
H 1.32755 2.76764 -3.61765 -0.0010
H -2.63291 1.37688 -3.25329 0.0187
H -2.63955 -1.16254 -3.83437 0.0057
H -2.19572 -4.71923 0.34890 0.0045
H -2.06517 -4.44550 2.99256 -0.0014
H -1.32836 -3.05962 -3.87581 0.0008
H -2.89861 -4.33328 -5.43525 -0.0005
H -4.74803 -5.60726 -4.31359 0.0015
H -4.88965 -5.66674 -1.80693 0.0001
H -4.01988 -3.70274 -0.55255 0.0002
H 1.21989 4.78272 -0.92253 -0.0016
H 1.37066 5.08877 1.64774 0.0065
C 4.51563 0.27151 -1.93242 0.0000
C 5.19855 -0.97474 -1.97070 0.0000
C 4.68570 -1.93875 -1.10449 0.0000
C 3.41363 -1.92479 -0.46450 0.0000
N 2.66463 -0.82922 -0.73388 0.0003
C 3.20346 0.24262 -1.38059 0.0002
C 3.02191 -2.99702 0.41348 -0.0001
C 3.67936 -4.25899 0.56449 -0.0004
C 3.21226 -5.26624 1.44718 0.0001
C 2.16408 -4.99139 2.33310 -0.0003
C 1.55331 -3.73302 2.22585 0.0011
C 1.88091 -2.74938 1.27900 -0.0002
H 4.99607 1.17042 -2.22628 0.0000
H 6.03806 -1.19166 -2.57985 0.0000
H 5.28421 -2.72296 -0.64524 0.0000
H 2.55508 1.09900 -1.50010 0.0006
H 4.50789 -4.37529 -0.12121 0.0000
H 3.67075 -6.26563 1.44656 0.0000
H 1.85194 -5.75299 3.04183 0.0000
H 0.88530 -3.49262 3.01239 0.0000
Cl 2.95174 0.03775 2.72295 0.0003
C 3.14525 -1.41190 3.95895 -0.0002
Cl 3.69272 -0.83604 5.65051 0.0000
H 3.92586 -2.01820 3.58364 0.0000
H 2.18610 -1.84301 4.07968 0.0002
S -2.65578 3.68046 -2.74757 -0.0663
C -0.44593 2.42357 -1.75193 -0.0058
C 0.88607 -0.55319 -4.51874 0.0036
C 0.10180 0.22666 -5.29132 0.0051
C 0.24343 0.17837 -6.70628 0.0014
C -0.65564 0.73934 -7.52664 0.0024
C -1.83010 1.31696 -6.98995 0.0023
C -2.11818 1.32616 -5.67279 0.0029
C -0.99524 1.14811 -4.67633 0.0138
C -2.89998 1.60936 -7.95979 0.0004
N -3.76294 1.71396 -8.73580 0.0006
H 0.72079 -0.82426 -3.47824 0.0015
H 1.68866 -1.18256 -4.97341 0.0003
H 0.90090 -0.56020 -7.12823 0.0000
H -0.58426 0.80820 -8.60582 0.0001
H -3.13994 1.44302 -5.29844 0.0006
H -0.47972 2.13410 -4.46205 0.0000
```

Calculated values
HOMO level (alpha / beta) = -0.11 / -0.58 eV
LUMO (alpha / beta) = 3.2100 / 3.1923 eV
HOMO-LUMO gap (alpha / beta) = 3.32 / 3.77 eV
Largest force on an atom = 5.73 eV/Å
<S²> = 1.26
Net charge = -2
Multiplicity = 2